# 1
Formula: C8H21NO3Si
Source: the Open Molecules 2025 dataset
Level of theory: ωB97M-V/def2-TZVPD

XYZ file:
```
34
C8H21NO3Si (ωB97M-V/def2-TZVPD)
N 6.146 1.995 -0.758
C 5.102 2.165 -1.454
C 3.949 1.223 -1.642
Si 2.329 1.845 -0.889
H 6.145 1.081 -0.300
H 5.017 3.134 -1.959
H 3.774 1.072 -2.715
H 4.194 0.248 -1.206
H 1.200 1.588 -1.808
H 2.432 3.304 -0.660
H 2.080 1.167 0.398
C -1.962 0.044 3.826
O -2.381 -0.056 2.486
C -1.970 1.025 1.674
C -1.738 0.574 0.248
O -0.572 -0.218 0.089
C -0.675 -1.598 0.403
C -1.260 -2.428 -0.720
O -2.646 -2.190 -0.852
C -3.129 -2.367 -2.162
H -2.485 0.843 4.365
H -2.188 -0.906 4.306
H -0.885 0.234 3.892
H -1.047 1.468 2.068
H -2.740 1.810 1.662
H -1.555 1.476 -0.342
H -2.624 0.068 -0.138
H -1.238 -1.761 1.323
H 0.353 -1.938 0.547
H -1.071 -3.488 -0.494
H -0.740 -2.190 -1.657
H -2.545 -1.783 -2.883
H -4.161 -2.022 -2.175
H -3.105 -3.418 -2.473
```

- SMILES = [H]/N=C\C[SiH3].COCCOCCOC
- energy relative to the best compared isomer or geometry (same formula, charge and spin) (kcal per mole) = 105.46
- orbital gap (hartree) = 0.3731
- calculated total energy (eV) = -24144.0391
- charge = 0

Atomic partial charges in e from the natural (NBO) method, atoms 1 to 2:
1 N -0.612
2 C 0.149

---

# 2
Formula: C8H22AlAs2F12N2O2
Source: the Open Molecules 2025 dataset
Level of theory: ωB97M-V/def2-TZVPD

XYZ file:
```
49
C8H22AlAs2F12N2O2 (ωB97M-V/def2-TZVPD)
Al 17.310 -22.973 -17.451
As 20.482 -20.574 -15.377
F 20.416 -21.714 -14.033
F 19.252 -21.591 -16.231
F 20.461 -19.392 -16.642
F 21.646 -19.641 -14.503
F 21.783 -21.424 -16.143
F 19.126 -19.765 -14.591
As 13.667 -24.971 -18.980
F 14.486 -24.764 -20.515
F 14.849 -26.220 -18.537
F 12.921 -25.166 -17.376
F 12.613 -23.616 -19.252
F 12.657 -26.179 -19.721
F 14.862 -23.753 -18.286
C 17.680 -28.147 -17.238
C 17.810 -26.586 -16.909
C 19.170 -26.201 -16.339
O 19.339 -24.800 -16.210
C 20.569 -24.406 -15.604
N 17.322 -25.808 -18.035
H 18.589 -28.559 -17.676
H 16.894 -28.269 -17.981
H 17.432 -28.666 -16.315
H 17.098 -26.427 -16.099
H 19.865 -26.622 -17.077
H 19.419 -26.697 -15.399
H 20.609 -23.332 -15.474
H 21.465 -24.653 -16.177
H 20.549 -24.919 -14.638
H 18.085 -25.943 -18.704
H 16.468 -26.143 -18.497
C 18.097 -22.221 -12.621
C 17.749 -22.797 -14.007
C 16.558 -23.793 -13.850
O 16.371 -24.281 -15.160
C 15.077 -24.930 -15.326
N 17.230 -21.733 -14.885
H 17.356 -21.480 -12.318
H 19.061 -21.714 -12.680
H 18.237 -23.012 -11.883
H 18.629 -23.221 -14.485
H 15.644 -23.349 -13.449
H 16.811 -24.701 -13.293
H 14.778 -25.517 -14.460
H 15.115 -25.594 -16.188
H 14.426 -24.092 -15.582
H 17.931 -20.977 -14.856
H 16.517 -21.313 -14.282
```

- energy relative to the best compared isomer or geometry (same formula, charge and spin) (kcal per mole) = 15.36
- orbital gap (hartree) = 0.1563
- calculated total energy (eV) = -176604.8402
- charge = +1

Atomic partial charges in e from the natural (NBO) method, atoms 1 to 2:
1 Al 1.631
2 As 2.825

---

# 3
Formula: C8H22AsF8N3NiO6S2
Source: the Open Molecules 2025 dataset
Level of theory: ωB97M-V/def2-TZVPD

XYZ file:
```
51
C8H22AsF8N3NiO6S2 (ωB97M-V/def2-TZVPD)
Ni -0.125 -0.162 0.254
As 2.703 -2.579 -0.463
F 4.355 -3.320 -0.526
F 3.437 -1.158 -1.224
F 1.100 -1.696 -0.513
F 1.943 -3.956 0.292
F 3.195 -1.856 1.133
F 2.519 -3.220 -2.115
N -1.643 -1.303 0.283
S -3.210 -1.108 0.101
O -3.890 -0.338 1.101
O -3.859 -2.183 -0.633
F -3.037 -0.071 -1.154
S -1.677 -2.918 0.819
O -1.332 -3.916 -0.157
O -2.697 -3.299 1.761
F -0.406 -2.881 1.807
C -0.092 0.803 4.278
C -0.593 0.553 2.850
C -1.231 1.797 2.158
O -1.419 1.546 0.694
C -2.075 2.559 -0.047
N 0.622 0.079 2.127
H -0.987 1.026 4.858
H 0.488 1.724 4.232
H 0.322 -0.089 4.748
H -1.326 -0.242 2.981
H -0.529 2.628 2.229
H -2.181 1.954 2.668
H -1.572 3.517 0.085
H -3.094 2.583 0.340
H -2.022 2.277 -1.098
H 0.988 -0.739 2.595
H 1.387 0.715 2.300
C 1.942 2.712 -2.442
C 1.033 1.652 -1.784
C 0.781 0.542 -2.796
O -0.267 -0.233 -2.186
C -0.492 -1.514 -2.856
N 1.579 1.080 -0.558
H 2.996 2.435 -2.412
H 1.805 3.622 -1.856
H 1.612 3.043 -3.426
H 0.108 2.180 -1.552
H 1.716 0.001 -2.942
H 0.470 1.071 -3.697
H 0.329 -2.182 -3.116
H -1.015 -1.333 -3.795
H -1.208 -2.158 -2.344
H 2.161 1.780 -0.121
H 2.392 0.573 -0.878
```

- energy relative to the best compared isomer or geometry (same formula, charge and spin) (kcal per mole) = 0.00
- orbital gap (alpha / beta) (hartree) = 0.4213 / 0.1607
- calculated total energy (eV) = -170691.5070
- multiplicity = 4
- charge = +1

Atomic partial charges in e from the natural (NBO) method, atoms 1 to 2:
1 Ni 1.552
2 As 2.797

---

# 4
Formula: C8H22B3Cl4N2O5P
Source: the Open Molecules 2025 dataset
Level of theory: ωB97M-V/def2-TZVPD

XYZ file:
```
45
C8H22B3Cl4N2O5P (ωB97M-V/def2-TZVPD)
C -0.504 -3.843 -2.214
C -0.009 -3.547 -0.796
C -0.417 -2.138 -0.343
C 0.739 -1.261 0.165
N 0.667 0.122 -0.344
B 1.946 0.762 -0.533
O 3.070 0.150 -1.098
B 4.172 0.393 -0.294
O 4.527 1.728 -0.178
B 3.425 2.517 -0.434
P 3.652 4.219 -1.336
N 2.398 5.134 -1.434
O 4.248 3.883 -2.784
O 4.853 4.908 -0.531
O 2.173 2.071 -0.096
H -0.228 -4.847 -2.523
H -0.020 -3.146 -2.899
H -1.579 -3.701 -2.288
H -0.395 -4.296 -0.110
H 1.076 -3.642 -0.815
H -1.150 -2.203 0.457
H -0.923 -1.632 -1.165
H 1.674 -1.752 -0.118
H 0.733 -1.236 1.254
H 0.190 0.119 -1.240
H 4.694 -0.452 0.352
H 1.582 4.710 -1.016
H 3.933 4.581 -3.374
H 4.849 5.858 -0.701
Cl -3.675 -0.968 0.316
C -5.176 -1.855 0.671
C -4.893 -3.198 1.291
Cl -4.116 -4.317 0.139
H -5.734 -1.953 -0.256
H -5.754 -1.245 1.363
H -5.825 -3.661 1.609
H -4.237 -3.102 2.152
Cl -2.860 2.752 1.206
C -1.482 2.828 2.336
C -0.787 1.500 2.477
Cl -1.799 0.298 3.329
H -1.856 3.187 3.292
H -0.783 3.560 1.935
H 0.118 1.627 3.070
H -0.517 1.087 1.507
```

- orbital gap (hartree) = 0.3458
- calculated total energy (eV) = -83287.1769
- charge = 0

Atomic partial charges in e from the natural (NBO) method, atoms 1 to 2:
1 C -0.597
2 C -0.393

---

# 5
Formula: C8H22BaN2O2
Source: the Open Molecules 2025 dataset
Level of theory: ωB97M-V/def2-TZVPD

XYZ file:
```
35
C8H22BaN2O2 (ωB97M-V/def2-TZVPD)
Ba 0.371 0.991 -0.074
C -2.217 -0.857 0.295
C -1.924 -0.292 -1.084
C -2.241 1.227 -1.387
O -1.448 2.074 -0.539
C -1.790 3.454 -0.581
N -0.501 -0.476 -1.383
H -1.777 -0.228 1.068
H -1.939 -1.911 0.321
H -3.284 -0.708 0.459
H -2.526 -0.859 -1.794
H -3.324 1.323 -1.305
H -1.964 1.377 -2.431
H -2.880 3.470 -0.571
H -1.328 3.826 -1.495
H -1.342 4.043 0.220
H -0.334 -1.472 -1.350
H -0.366 -0.277 -2.363
C 1.354 -2.942 1.507
C 1.211 -1.416 1.355
C 2.439 -0.766 0.611
O 2.164 0.674 0.547
C 3.264 1.399 0.062
N -0.122 -1.033 0.745
H 1.078 -3.443 0.579
H 0.665 -3.277 2.282
H 2.369 -3.247 1.760
H 1.116 -0.853 2.283
H 2.554 -1.092 -0.423
H 3.315 -0.964 1.229
H 4.163 1.453 0.677
H 2.896 2.423 0.014
H 3.635 1.139 -0.929
H -0.764 -1.001 1.524
H -0.523 -1.758 0.167
```

- orbital gap (hartree) = 0.3899
- calculated total energy (eV) = -16397.9508
- charge = +2

Atomic partial charges in e from the Mulliken method, atoms 1 to 2:
1 Ba 1.920
2 C -1.258

---

# 6
Formula: C8H22BrN2O2
Source: the Open Molecules 2025 dataset
Level of theory: ωB97M-V/def2-TZVPD

XYZ file:
```
35
C8H22BrN2O2 (ωB97M-V/def2-TZVPD)
Br -19.718 13.354 3.270
C -18.399 16.326 1.969
C -17.319 16.404 2.979
O -16.473 17.227 3.088
N -17.227 15.225 3.919
H -17.859 14.428 3.624
H -16.289 14.826 3.852
C -17.650 15.598 5.292
H -18.318 15.396 1.408
H -18.289 17.170 1.290
H -19.389 16.406 2.417
H -17.530 14.741 5.945
H -18.654 16.004 5.234
H -16.983 16.372 5.672
C -23.738 14.860 -0.412
N -22.769 13.779 -0.798
C -23.064 12.501 -0.051
C -22.876 13.535 -2.253
C -21.375 14.312 -0.494
C -20.215 13.345 -0.679
O -20.279 12.256 0.196
H -23.730 15.588 -1.216
H -23.432 15.289 0.535
H -24.721 14.412 -0.300
H -22.594 12.498 0.925
H -22.590 11.690 -0.596
H -24.142 12.377 -0.078
H -23.890 13.216 -2.484
H -22.159 12.783 -2.564
H -22.637 14.453 -2.785
H -21.405 14.636 0.547
H -21.249 15.183 -1.139
H -19.310 13.950 -0.531
H -20.140 12.940 -1.690
H -19.984 12.541 1.081
```

- energy relative to the best compared isomer or geometry (same formula, charge and spin) (kcal per mole) = 0.00
- orbital gap (hartree) = 0.3306
- calculated total energy (eV) = -85764.3868
- charge = +1

Atomic partial charges in e from the natural (NBO) method, atoms 1 to 2:
1 Br -0.832
2 C -0.746

---

# 7
Formula: C8H22Cl4N2
Source: the Open Molecules 2025 dataset
Level of theory: ωB97M-V/def2-TZVPD

XYZ file:
```
36
C8H22Cl4N2 (ωB97M-V/def2-TZVPD)
N -8.047 -13.236 -14.181
H -8.447 -13.409 -13.270
H -8.783 -13.016 -14.837
H -7.561 -14.096 -14.391
H -7.498 -12.390 -14.216
C -2.336 -13.955 -13.751
C -3.025 -14.170 -12.467
C -4.011 -13.024 -12.184
N -4.743 -13.113 -10.842
C -5.735 -14.409 -10.832
C -5.451 -11.754 -10.427
C -4.819 -11.302 -9.072
C -4.294 -12.454 -8.421
C -3.697 -13.184 -9.628
H -1.624 -13.137 -13.650
H -3.021 -13.731 -14.568
H -1.794 -14.852 -14.052
H -2.327 -14.256 -11.635
H -3.555 -15.117 -12.569
H -4.867 -12.952 -12.855
H -3.519 -12.051 -12.199
H -5.198 -15.324 -10.585
H -6.388 -14.416 -11.705
H -6.277 -14.270 -9.896
H -6.490 -11.972 -10.181
H -5.389 -10.981 -11.193
H -5.516 -10.850 -8.367
H -4.000 -10.588 -9.157
H -5.194 -12.960 -8.072
H -3.698 -12.061 -7.597
H -3.592 -14.234 -9.355
H -2.757 -12.805 -10.030
Cl -10.183 -12.619 -16.521
Cl -9.427 -13.567 -11.412
Cl -6.320 -10.570 -14.124
Cl -6.173 -15.793 -15.022
```

- energy relative to the best compared isomer or geometry (same formula, charge and spin) (kcal per mole) = 0.00
- orbital gap (alpha / beta) (hartree) = 0.2603 / 0.1145
- calculated total energy (eV) = -61723.4674
- multiplicity = 2
- charge = -1

Atomic partial charges in e from the natural (NBO) method, atoms 1 to 2:
1 N -0.950
2 H 0.449